Formula: C14H24BeCl3F6IN6O10PS
Source: the OMol25 dataset
Level of theory: ωB97M-V/def2-TZVPD

Values from the calculation:
Energy above the lowest of the compared OMol25 structures with the same formula, charge and spin (kJ/mol): 228.0
Lowest unoccupied orbital energy (eV): -8.0
Net charge: +1
Gap between HOMO and LUMO (eV): 1.356

Each line ends with the natural charge from an NBO analysis.
Cartesian coordinates (Å):
N (0.7018, 0.7448, 3.5508)  -0.658
N (0.5746, 0.7345, 2.1578)  -0.389
C (0.5578, 2.0706, 1.5138)  -0.239
C (1.6712, 2.1741, 0.4214)  -0.530
C (3.0704, 2.3258, 1.0528)  0.973
F (3.0814, 2.2461, 2.4130)  -0.335
F (3.9034, 1.3018, 0.6212)  -0.339
F (3.6819, 3.5452, 0.7442)  -0.354
C (-0.3772, -0.2002, 1.6647)  0.870
N (0.2059, -1.2450, 0.8656)  -0.966
P (0.6556, -2.6862, 1.7756)  1.280
O (0.4244, -2.2751, 3.3897)  -0.973
Cl (-0.7195, -4.2304, 1.2804)  -0.331
N (-1.6546, -0.1393, 1.8915)  -0.354
C (-2.6081, -1.1401, 1.3862)  -0.377
C (-3.5056, -1.7742, 2.5193)  0.489
O (-4.6085, -2.0831, 2.3427)  -0.463
I (-2.7278, -2.1178, 4.5377)  0.043
C (-2.2509, 0.9612, 2.6479)  -0.271
C (-3.2278, 1.7698, 1.6442)  0.050
C (-4.2096, 2.7834, 2.3921)  -0.177
O (-4.6118, 1.4285, 1.7437)  -0.522
H (0.5745, 1.6599, 3.9714)  0.365
H (1.5799, 0.3420, 3.8636)  0.367
H (0.7362, 2.9011, 2.2372)  0.222
H (-0.4142, 2.2988, 1.0307)  0.225
H (1.6520, 1.1498, -0.1243)  0.314
H (1.4380, 2.9570, -0.3246)  0.264
H (-0.3847, -1.4401, 0.0527)  0.453
H (1.3099, -1.9743, 3.6651)  0.505
H (-3.3194, -0.7007, 0.6501)  0.290
H (-2.1353, -2.0009, 0.8832)  0.286
H (-2.8994, 0.6550, 3.4875)  0.263
H (-1.5451, 1.7170, 3.0205)  0.246
H (-2.8117, 2.0924, 0.6491)  0.225
H (-4.5847, 2.4917, 3.3830)  0.238
H (-4.7422, 3.3902, 1.6459)  0.232
C (-6.0908, -2.5676, -1.8721)  0.694
F (-7.1502, -2.2669, -2.6448)  -0.318
F (-6.4165, -2.2382, -0.6245)  -0.290
F (-5.9580, -3.9185, -1.9014)  -0.347
S (-4.5536, -1.7166, -2.4402)  2.351
O (-4.8498, -0.2866, -2.3570)  -1.072
O (-4.3386, -2.1819, -3.8073)  -1.011
O (-3.5259, -2.1342, -1.5290)  -0.950
Be (-4.8608, 1.4501, -3.7321)  0.600
N (6.1890, 2.7028, -0.2590)  -0.527
C (6.6131, 3.7869, -0.9726)  0.125
C (7.6349, 3.3762, -1.8323)  -0.282
C (7.8173, 2.0161, -1.6313)  -0.185
C (6.8992, 1.6154, -0.6435)  0.153
H (5.4623, 2.7023, 0.4336)  0.446
H (6.1655, 4.7559, -0.8185)  0.234
H (8.1712, 4.0075, -2.5211)  0.253
H (8.5228, 1.3728, -2.1315)  0.270
H (6.7113, 0.6485, -0.2030)  0.263
Cl (0.1430, 0.7584, -1.2038)  -0.628
O (6.1956, -2.7037, -3.5582)  -0.791
Cl (6.2770, -1.3387, -3.1273)  2.524
O (4.9664, -0.8626, -2.7442)  -0.794
O (6.7897, -0.5162, -4.1926)  -0.803
O (7.1623, -1.2400, -1.9766)  -0.813
N (-5.2920, -4.9929, -4.4723)  -0.865
H (-5.3438, -5.1244, -5.4842)  0.449
H (-4.3920, -5.3350, -4.1287)  0.459
H (-5.3807, -3.9909, -4.2501)  0.485
H (-6.0487, -5.5109, -4.0216)  0.451

***

Formula: C42H52FeN2O6Si2Te
Source: the OMol25 dataset
Level of theory: ωB97M-V/def2-TZVPD

Values from the calculation:
Energy above the lowest of the compared OMol25 structures with the same formula, charge and spin (kJ/mol): 10.5
Lowest unoccupied orbital energy (eV): 3.9
Multiplicity: 5
Net charge: -2
Gap between HOMO and LUMO (eV): 4.997

Each line ends with the Löwdin charge.
Cartesian coordinates (Å):
Fe (-0.6396, -0.1627, 1.3510)  0.847
C (-1.0118, 0.9175, -5.6079)  -0.082
O (-0.6664, -0.4594, -5.4739)  -0.089
C (-0.5502, -0.9226, -4.2039)  -0.281
C (-0.3515, -2.3306, -4.0892)  -0.031
C (-0.2443, -2.8701, -2.8489)  -0.062
C (-0.3721, -2.0918, -1.6659)  -0.103
C (-0.2865, -2.6705, -0.3795)  -0.348
C (0.4054, -3.9848, -0.1186)  0.020
O (-0.7448, -2.0900, 0.6322)  -0.080
C (-0.6129, -0.6726, -1.7808)  -0.328
O (-0.8009, 0.1156, -0.8049)  -0.167
C (-0.6299, -0.1245, -3.1026)  0.006
H (-1.2026, 1.0782, -6.6668)  0.082
H (-0.1911, 1.5618, -5.2835)  0.093
H (-1.9022, 1.1644, -5.0253)  0.058
H (-0.3021, -2.9330, -4.9866)  0.103
H (-0.1121, -3.9423, -2.7640)  0.102
H (0.8251, -4.4493, -1.0071)  0.062
H (-0.2904, -4.6737, 0.3648)  0.091
H (1.2102, -3.7837, 0.5935)  0.090
H (-0.7895, 0.9421, -3.1632)  0.031
C (-0.1408, 3.1128, 0.2269)  -0.192
Si (-0.3982, 3.0656, 2.0882)  0.466
C (1.3742, 3.2179, 2.7656)  -0.196
C (-1.2621, 4.6796, 2.5692)  -0.196
C (-1.2686, 1.5491, 2.7268)  -0.362
C (-0.6980, 0.8183, 3.8603)  -0.412
C (0.0576, 1.4270, 4.8901)  -0.050
C (0.5328, 0.6884, 5.9455)  -0.082
C (0.2756, -0.6805, 6.0036)  -0.092
C (-0.4654, -1.2173, 4.9750)  -0.135
N (-0.9399, -0.5106, 3.9478)  0.041
Si (-3.0584, 1.1312, 2.3879)  0.433
C (-3.8824, 0.5765, 4.0014)  -0.182
C (-3.5576, -0.1898, 1.1362)  -0.191
C (-3.9876, 2.7047, 1.9544)  -0.196
H (0.8607, 3.4931, -0.0034)  0.019
H (-0.8732, 3.7447, -0.2769)  -0.006
H (-0.2275, 2.1323, -0.2404)  -0.014
H (1.9888, 3.7526, 2.0370)  0.022
H (1.8203, 2.2303, 2.9223)  0.022
H (1.4351, 3.7586, 3.7142)  0.016
H (-0.5408, 5.4977, 2.6676)  0.017
H (-1.7910, 4.5757, 3.5215)  0.019
H (-1.9969, 4.9666, 1.8127)  0.020
H (0.2350, 2.4902, 4.8503)  0.082
H (1.1043, 1.1713, 6.7309)  0.096
H (0.6452, -1.3006, 6.8083)  0.085
H (-0.6926, -2.2789, 4.9611)  0.108
H (-3.6806, -0.4742, 4.2209)  0.013
H (-4.9664, 0.7051, 3.9253)  0.022
H (-3.5240, 1.1668, 4.8512)  0.028
H (-2.8541, -0.3554, 0.3145)  -0.010
H (-4.4850, 0.1320, 0.6574)  0.022
H (-3.7123, -1.1470, 1.6390)  0.020
H (-3.7889, 3.4872, 2.6928)  0.014
H (-5.0640, 2.5080, 1.9410)  0.028
H (-3.7084, 3.0839, 0.9667)  -0.016
O (-2.3080, -2.8251, 2.8782)  -0.097
H (-2.0154, -1.9962, 3.2928)  -0.032
H (-1.7604, -2.8677, 2.0828)  -0.004
C (3.8644, -5.1740, -3.8620)  -0.057
C (4.3733, -4.9839, -2.4527)  -0.239
C (5.0516, -6.0317, -1.8427)  -0.085
C (5.4666, -5.9201, -0.5240)  -0.109
C (5.2319, -4.7515, 0.1689)  -0.037
C (4.5823, -3.6654, -0.4319)  -0.192
N (4.3889, -2.5538, 0.4023)  0.100
C (4.1583, -1.2297, 0.0216)  -0.217
C (4.9530, -0.6296, -0.9580)  -0.061
C (4.7635, 0.6951, -1.3089)  -0.098
C (3.7853, 1.4544, -0.6797)  -0.084
C (3.0115, 0.8697, 0.3102)  -0.013
C (3.1926, -0.4570, 0.6916)  -0.051
C (2.3277, -1.0199, 1.8129)  -0.563
O (2.7356, -2.0123, 2.4338)  0.011
O (1.2607, -0.3784, 2.0716)  -0.091
C (4.1233, -3.7869, -1.7601)  -0.148
C (3.3232, -2.7046, -2.4360)  -0.025
H (4.0977, -6.1789, -4.2151)  0.067
H (4.3095, -4.4539, -4.5525)  0.084
H (2.7817, -5.0444, -3.9157)  0.072
H (5.2290, -6.9465, -2.3971)  0.094
H (5.9730, -6.7465, -0.0393)  0.092
H (5.5435, -4.6467, 1.2014)  0.109
H (3.9475, -2.7385, 1.3057)  0.101
H (5.7148, -1.2268, -1.4465)  0.113
H (5.3899, 1.1393, -2.0745)  0.094
H (3.6230, 2.4881, -0.9572)  0.095
H (2.2351, 1.4347, 0.8075)  0.085
H (3.9652, -1.9668, -2.9227)  0.086
H (2.6991, -2.1623, -1.7300)  0.082
H (2.6667, -3.1154, -3.1969)  0.056
Te (-3.1537, 2.1413, -1.9721)  0.732
C (-4.4087, 3.8115, -2.3463)  -0.717
C (-3.8803, 5.0472, -2.7524)  -0.191
C (-4.6791, 6.1732, -2.9091)  -0.138
C (-6.0476, 6.1082, -2.6691)  -0.151
C (-6.5991, 4.8906, -2.2855)  -0.137
C (-5.7953, 3.7671, -2.1330)  -0.187
H (-2.8142, 5.1167, -2.9361)  0.070
H (-4.2315, 7.1127, -3.2184)  0.082
H (-6.6698, 6.9901, -2.7723)  0.076
H (-7.6676, 4.8180, -2.1087)  0.082
H (-6.2440, 2.8260, -1.8365)  0.072

***

Formula: C4H8N2O
Source: the OMol25 dataset
Level of theory: ωB97M-V/def2-TZVPD

Values from the calculation:
Energy above the lowest of the compared OMol25 structures with the same formula, charge and spin (kJ/mol): 426.7
Lowest unoccupied orbital energy (eV): 0.8
Net charge: 0
Gap between HOMO and LUMO (eV): 9.276

Each line ends with the natural charge from an NBO analysis.
Cartesian coordinates (Å):
C (-0.7311, 0.0194, 0.6499)  -0.412
C (-0.2274, -1.1967, 1.3939)  -0.637
C (0.8130, 0.3242, -0.5363)  0.453
C (-0.1073, 1.4170, -0.7531)  0.509
N (0.6174, -0.6598, -1.5811)  -0.876
N (-0.7505, 2.4284, -0.7082)  -0.617
O (1.8819, 0.4924, 0.0800)  -0.687
H (0.5652, -1.5930, -1.1886)  0.372
H (1.4066, -0.6081, -2.2183)  0.385
H (-0.6285, 3.2148, -1.3355)  0.419
H (-0.8743, 0.8492, 1.3379)  0.215
H (-1.6323, -0.1816, 0.0678)  0.209
H (-0.8967, -1.4051, 2.2335)  0.228
H (0.7713, -1.0150, 1.7951)  0.241
H (-0.2073, -2.0860, 0.7631)  0.197

***

Formula: CH6NS
Source: the OMol25 dataset
Level of theory: ωB97M-V/def2-TZVPD

Values from the calculation:
Energy above the lowest of the compared OMol25 structures with the same formula, charge and spin (kJ/mol): 54.5
Lowest unoccupied orbital energy (eV): -6.2
Net charge: +1
Gap between HOMO and LUMO (eV): 7.332

Each line ends with the natural charge from an NBO analysis.
Cartesian coordinates (Å):
S (-2.2150, -0.0595, 0.5813)  -0.329
H (-1.2574, -0.5412, 1.4773)  0.138
H (-3.1630, -0.9157, 1.0627)  0.195
C (1.4144, 0.2325, 0.0506)  0.166
N (0.8476, 0.2547, -1.1198)  -0.557
H (1.7477, -0.7170, 0.4157)  0.239
H (1.4902, 1.1791, 0.5966)  0.248
H (0.5164, 1.1449, -1.4078)  0.440
H (0.6189, -0.5778, -1.6567)  0.460

***

Formula: C4H3NO
Source: the OMol25 dataset
Level of theory: ωB97M-V/def2-TZVPD

Values from the calculation:
Energy above the lowest of the compared OMol25 structures with the same formula, charge and spin (kJ/mol): 435.3
Lowest unoccupied orbital energy (eV): -1.3
Net charge: 0
Gap between HOMO and LUMO (eV): 8.435

Each line ends with the natural charge from an NBO analysis.
Cartesian coordinates (Å):
O (-1.1610, 1.3223, -0.5783)  -0.573
C (-0.4002, 0.2806, -0.7311)  0.272
C (0.9656, 0.3907, -0.3571)  -0.229
C (2.1665, 0.3587, -0.2215)  -0.062
C (-1.3709, -1.5996, 0.7746)  0.012
N (-1.6867, -2.2411, 1.6904)  -0.372
H (-0.6809, 2.1090, -0.2549)  0.483
H (-1.0639, -0.9835, -0.2148)  0.220
H (3.2314, 0.3629, -0.1073)  0.248

***

Formula: C14H32BO7P
Source: the OMol25 dataset
Level of theory: ωB97M-V/def2-TZVPD

Values from the calculation:
SMILES: CCOP(=O)(OCC)OCC.CCCOBCCCCOC=O
Lowest unoccupied orbital energy (eV): -0.4
Net charge: 0
Gap between HOMO and LUMO (eV): 9.648

Each line ends with the natural charge from an NBO analysis.
Cartesian coordinates (Å):
C (0.9486, 1.7665, 0.2532)  -0.622
C (1.7289, 2.5376, -0.8246)  -0.431
C (2.2050, 3.8754, -0.3081)  -0.056
O (1.1612, 4.6108, 0.3277)  -0.696
B (0.2364, 5.1217, -0.5138)  0.813
C (-1.2013, 5.5171, -0.0324)  -0.791
C (-1.5285, 5.1626, 1.4190)  -0.393
C (-1.9642, 3.7143, 1.6824)  -0.429
C (-2.5945, 2.9823, 0.5359)  -0.068
O (-3.9564, 3.4526, 0.3477)  -0.551
C (-4.3134, 3.4783, -0.9606)  0.654
O (-4.3717, 2.4926, -1.6798)  -0.550
H (0.9508, 2.2523, 1.2178)  0.209
H (1.3540, 0.7762, 0.3978)  0.225
H (-0.0768, 1.6480, -0.0704)  0.203
H (1.1366, 2.6484, -1.7228)  0.204
H (2.5796, 1.9317, -1.1049)  0.217
H (2.6330, 4.4572, -1.1146)  0.181
H (2.9954, 3.6932, 0.4059)  0.181
H (0.5196, 5.3337, -1.6621)  -0.117
H (-1.2053, 6.6059, -0.0959)  0.249
H (-1.9433, 5.1874, -0.7503)  0.222
H (-2.2312, 5.8623, 1.8450)  0.202
H (-0.6144, 5.3132, 1.9804)  0.212
H (-1.1680, 3.1035, 2.0802)  0.217
H (-2.7199, 3.7466, 2.4584)  0.220
H (-2.6573, 1.9326, 0.7945)  0.191
H (-2.0481, 3.0506, -0.3949)  0.182
H (-4.5554, 4.4855, -1.3168)  0.120
O (1.5298, -2.2249, -0.5579)  -0.981
P (1.3828, -3.6633, -0.1556)  2.417
O (1.8587, -4.4901, -1.4822)  -0.783
C (3.2483, -4.5727, -1.8065)  -0.068
C (3.9850, -5.5697, -0.9294)  -0.635
O (-0.2638, -3.7118, -0.3590)  -0.840
C (-1.0745, -2.5395, -0.2423)  -0.059
C (-1.4453, -1.9998, -1.6074)  -0.632
O (1.2236, -5.0094, 0.7634)  -0.742
C (0.5731, -4.9308, 2.0570)  -0.068
C (-0.8289, -5.5028, 1.9810)  -0.632
H (3.7052, -3.5809, -1.7359)  0.180
H (3.2988, -4.8858, -2.8485)  0.189
H (4.0289, -5.2270, 0.1071)  0.201
H (5.0066, -5.7110, -1.2840)  0.216
H (3.4730, -6.5310, -0.9314)  0.220
H (-0.5785, -1.7771, 0.3575)  0.182
H (-1.9806, -2.8351, 0.2944)  0.168
H (-0.5552, -1.8118, -2.2065)  0.220
H (-2.0078, -1.0687, -1.5169)  0.212
H (-2.0555, -2.7239, -2.1484)  0.208
H (0.5636, -3.9046, 2.4296)  0.178
H (1.1752, -5.5272, 2.7421)  0.189
H (-1.5363, -4.7747, 1.5932)  0.221
H (-1.1701, -5.7995, 2.9737)  0.213
H (-0.8559, -6.3670, 1.3191)  0.227